[1]
ORCA calculation (ωB97M-V with the def2-TZVPD basis set) on 2 unconnected molecules or ions with the total composition C21H27NO4S2.

```
55
Properties=species:S:1:pos:R:3:forces:R:3
C 3.326757 -0.299015 -1.211005 0.856 0.296 2.172
C 2.887572 -0.332905 0.070033 -0.830 0.208 -0.226
S 1.832040 1.054845 0.606411 -1.753 -0.227 -0.263
O 2.022195 2.104732 -0.375768 0.235 -0.578 0.585
O 0.518119 0.426402 0.781927 1.357 0.290 0.109
C 2.058882 1.855747 2.201187 0.434 0.493 -0.412
C 1.041597 1.807749 3.161252 0.278 -0.148 -0.054
C 1.091927 2.703997 4.233316 0.244 -0.025 -0.279
C 2.109005 3.661494 4.294875 0.115 -0.154 -0.146
C 3.072290 3.747656 3.282090 -0.063 -0.221 -0.021
C 3.042594 2.847329 2.221949 -0.161 -0.091 0.335
S 2.428637 -2.006891 0.642210 -0.518 -0.470 -0.243
O 3.647018 -2.650351 1.082282 -0.499 0.218 -0.308
O 1.640804 -2.542491 -0.470681 0.864 0.192 0.864
C 1.286743 -1.955942 2.043121 0.419 -0.383 0.184
C -0.045514 -2.318418 1.843492 0.049 0.291 0.095
C -0.924151 -2.273193 2.928404 0.309 -0.039 -0.118
C -0.458109 -1.919771 4.199014 0.290 0.116 -0.258
C 0.900265 -1.646298 4.394633 0.023 -0.121 -0.076
C 1.792526 -1.712506 3.322491 -0.216 0.322 -0.318
H 3.352268 0.641996 -1.734135 0.109 0.045 -0.049
H 3.847756 -1.182224 -1.591114 -0.602 0.164 -0.284
H 0.211691 1.110587 3.045536 0.341 0.102 0.046
H 0.319678 2.662420 5.001628 0.220 0.052 -0.209
H 2.151932 4.355151 5.131486 -0.070 -0.093 -0.166
H 3.841530 4.517572 3.285058 -0.229 -0.110 0.164
H 3.723357 2.941092 1.377942 -0.059 -0.027 0.267
H -0.375879 -2.616929 0.849559 0.044 0.244 0.253
H -1.974037 -2.503405 2.760023 0.211 -0.009 0.133
H -1.147979 -1.859253 5.038254 0.125 -0.028 -0.172
H 1.279533 -1.374648 5.380748 -0.159 -0.177 -0.234
H 2.863402 -1.553506 3.454656 -0.301 0.057 0.027
C 2.091364 0.017017 -5.874136 0.232 0.049 -0.246
C 2.084751 -0.517930 -4.449622 -0.288 -0.041 0.130
C 2.045693 -2.043939 -4.418671 0.336 -0.225 -0.058
C 0.861565 -0.004599 -3.713235 -0.886 0.049 -0.707
C 0.326178 1.402992 -4.067138 0.205 -0.106 -0.094
C -0.545600 1.758614 -2.850864 0.038 0.291 0.102
C -0.321127 0.619602 -1.859244 -0.197 -0.409 -0.280
N 0.961043 0.006211 -2.286366 -0.282 0.175 1.168
H 1.091976 -0.029967 -6.327439 0.235 -0.079 0.069
H 2.426771 1.057337 -5.891634 -0.155 -0.057 -0.071
H 2.781762 -0.552558 -6.500285 -0.046 -0.002 -0.022
H 2.972996 -0.159211 -3.912337 -0.012 -0.048 -0.209
H 1.074909 -2.414155 -4.790126 0.375 0.113 0.082
H 2.842941 -2.454858 -5.048926 -0.132 -0.063 0.089
H 2.197326 -2.432856 -3.403442 -0.137 0.030 -0.138
H 0.031099 -0.684590 -3.964389 -0.116 -0.130 -0.416
H 1.157437 2.112569 -4.206136 -0.292 -0.156 0.106
H -0.263279 1.374054 -4.993699 0.292 0.046 0.196
H -0.212825 2.694781 -2.393258 -0.071 -0.046 -0.132
H -1.613682 1.861505 -3.088917 0.333 0.003 -0.032
H -0.320651 0.969903 -0.833491 -0.078 -0.179 -0.483
H -1.122288 -0.133506 -1.965872 0.010 0.123 0.052
H 1.096068 -0.921993 -1.859815 -0.421 0.469 -0.509
```
Forces are in eV/Å.

Output
Lowest unoccupied orbital energy in eV: -0.084
SMILES string: C=C(S(=O)(=O)c1ccccc1)S(=O)(=O)c1ccccc1.CC(C)[C@@H]1CCCN1
E_tot in eV: -53562.3355
Relative energy (zero: lowest compared OMol25 entry of this formula, charge and spin) in kcal/mol: 76.6

=====

[2]
ORCA calculation (ωB97M-V with the def2-TZVPD basis set) on a molecular structure, C42H28F5O5P2S2SeTl.

```
86
Properties=species:S:1:pos:R:3:forces:R:3
Tl -0.030717 -0.475365 -2.731031 0.030 -0.107 -0.095
O 0.817565 -0.718805 2.380606 -0.066 0.059 -0.029
S -0.336995 -0.154015 1.632080 0.071 -0.106 0.075
C -0.557057 -1.207521 0.138281 0.264 -0.239 0.180
C 0.527547 -2.020088 0.000371 -0.196 0.047 0.268
C -0.466899 -4.179350 -1.446826 0.127 0.252 -0.082
C -1.696948 -3.464751 -1.873000 -0.053 0.000 -0.064
C -2.170517 -2.247621 -1.515130 -0.010 -0.084 -0.059
C -1.781073 -1.163803 -0.613021 -0.129 -0.003 -0.067
P -3.365015 -0.333800 -0.185138 -0.149 0.014 -0.084
C -3.483581 0.012673 1.605961 0.000 -0.092 0.030
C -3.514964 1.275716 2.184545 -0.048 0.023 0.058
C -3.681171 1.420341 3.556837 0.040 0.035 -0.059
C -3.804670 0.305054 4.369913 -0.026 -0.061 -0.017
C -3.796714 -0.961867 3.798213 0.011 0.057 0.067
C -3.662164 -1.102750 2.428920 0.109 0.047 -0.049
C -3.542004 1.304414 -0.985513 0.030 -0.107 -0.051
C -2.593594 1.684640 -2.082377 0.111 0.069 -0.030
C -3.127111 2.697276 -3.115486 -0.014 0.012 -0.145
C -4.227044 3.581670 -2.629785 -0.079 -0.033 0.102
C -4.956659 3.232643 -1.575915 0.020 -0.051 0.016
C -4.659053 2.020856 -0.809816 -0.025 0.111 -0.001
C 0.204532 1.389955 0.859867 -0.022 0.078 0.126
C -0.507557 2.451946 1.405467 0.003 0.124 0.012
C -0.281790 3.766235 1.036643 0.098 -0.100 0.222
C 0.704472 4.024219 0.103323 0.227 -0.066 0.313
C 1.462172 2.978891 -0.417652 0.040 -0.012 -0.019
C 1.245633 1.656123 -0.051067 0.166 -0.141 0.172
P 2.298338 0.346800 -0.809653 0.022 0.247 -0.164
C 3.520907 1.284489 -1.801661 0.097 -0.020 0.067
C 3.568119 1.034673 -3.169433 -0.067 0.039 -0.045
C 4.517625 1.652202 -3.975980 -0.015 0.015 0.020
C 5.438390 2.518974 -3.412738 0.005 0.009 0.014
C 5.415320 2.763067 -2.043044 -0.004 0.000 -0.040
C 4.468278 2.146920 -1.245400 0.026 -0.044 0.059
C 3.344317 -0.218118 0.569044 -0.033 -0.100 -0.062
C 3.454489 0.444193 1.784773 0.050 0.054 0.021
C 4.318304 -0.034260 2.758468 -0.009 -0.009 -0.002
C 5.067558 -1.178398 2.527029 -0.013 -0.001 -0.020
C 4.951362 -1.851406 1.317986 -0.006 0.005 0.035
C 4.088123 -1.374895 0.344823 0.011 -0.001 -0.005
H 1.256740 -2.030446 0.803022 -0.055 -0.026 -0.058
H -0.183472 -4.896921 -2.217952 -0.013 0.032 -0.054
H -2.251342 -3.961436 -2.661519 -0.054 -0.076 0.074
H -3.101165 -2.022840 -2.032250 0.002 0.026 0.041
H -3.382564 2.155676 1.568885 -0.109 0.007 -0.049
H -3.698669 2.412056 3.992222 -0.003 0.008 0.001
H -3.921280 0.419849 5.439472 0.003 0.002 0.009
H -3.904997 -1.841017 4.419948 -0.005 -0.005 0.006
H -3.673444 -2.091467 1.991467 0.000 -0.080 -0.054
H -2.294716 0.778254 -2.619685 -0.088 0.075 -0.013
H -3.461026 2.152878 -4.002675 -0.038 -0.010 0.006
H -4.416167 4.482481 -3.198191 -0.001 0.001 0.001
H -5.791020 3.846958 -1.263752 0.002 0.005 0.037
H -5.385402 1.706463 -0.068650 0.003 0.011 0.050
H -1.276486 2.234002 2.134309 0.069 0.010 0.010
H -0.874325 4.569210 1.456040 -0.015 -0.002 -0.042
H 0.281293 5.874701 -0.100388 -0.098 -0.034 -0.054
H 2.224982 3.237230 -1.138977 0.003 0.013 0.020
H 2.862626 0.341235 -3.614855 0.010 0.007 0.015
H 4.538712 1.448920 -5.038431 0.003 -0.007 -0.008
H 6.182176 2.999446 -4.034875 0.003 0.000 -0.004
H 6.142198 3.429849 -1.598329 0.010 0.005 0.001
H 4.469507 2.325539 -0.176224 -0.014 -0.005 -0.002
H 2.853815 1.321949 1.987386 0.007 -0.010 -0.017
H 4.392852 0.480632 3.707138 0.000 0.004 0.007
H 5.732922 -1.553605 3.293523 0.008 -0.002 0.004
H 5.522791 -2.752350 1.138047 0.008 -0.008 -0.003
H 3.983779 -1.910581 -0.592686 -0.003 -0.002 -0.011
O -1.992833 3.460270 -3.567173 -0.079 0.023 0.026
Se -0.951967 3.818426 -2.172939 0.092 -0.009 -0.546
O -1.738456 4.888013 -1.276444 -0.272 0.099 -0.108
O -1.372305 2.222817 -1.514682 -0.213 -0.136 -0.110
O 0.979337 5.264969 -0.368511 0.196 0.131 0.083
F 0.175079 -6.943214 3.441099 0.006 0.022 -0.028
C -0.005930 -6.291785 2.295034 -0.002 -0.016 0.033
C -1.015237 -5.360106 2.171607 0.012 -0.029 0.018
F -1.821128 -5.109029 3.204313 0.023 -0.012 -0.029
C -1.201582 -4.690426 0.970796 -0.048 0.001 0.037
F -2.222923 -3.837230 0.932053 -0.046 0.152 -0.020
C -0.397195 -4.913510 -0.135826 -0.021 -0.125 0.086
S 0.944765 -2.948623 -1.410610 0.122 0.035 -0.011
C 0.601590 -5.872387 0.026666 0.036 0.004 0.002
F 1.418879 -6.147596 -0.999022 -0.010 0.003 -0.014
C 0.811696 -6.552378 1.207715 -0.024 -0.001 0.005
F 1.790140 -7.452036 1.310388 0.000 -0.003 -0.005
```
Forces are in eV/Å.

Output
Lowest unoccupied orbital energy in eV: -0.184
E_tot in eV: -178115.3750

=====

[3]
ORCA calculation (ωB97M-V with the def2-TZVPD basis set) on a gas-phase ion, C5H8N (charge +1).

```
14
Properties=species:S:1:pos:R:3:forces:R:3
C -3.382523 -0.300035 -0.310866 4.070 0.270 1.343
C -2.254740 -0.162558 0.142801 0.745 0.558 0.009
N -0.815604 0.137678 0.590133 -4.587 -0.613 -1.588
C -0.180337 1.313594 -0.026157 4.634 -0.565 2.763
C 0.301627 -0.081640 -0.417337 -1.991 1.581 -0.526
C 1.542849 -0.822742 -0.007670 -1.459 1.282 2.985
H -4.257651 -0.580617 -0.809904 -0.977 -0.062 -0.224
H -0.736204 -0.008652 1.570349 0.602 -0.345 0.957
H 0.495286 2.063034 0.563009 -1.524 -1.895 -0.546
H -0.818755 1.768092 -0.642778 -2.200 1.722 -2.520
H -0.255201 -0.271009 -1.378584 1.225 -0.676 1.004
H 1.781757 -0.864132 1.122443 -0.960 0.126 -1.601
H 2.338544 -0.270690 -0.367954 1.893 0.572 -1.327
H 1.399785 -1.781177 -0.371557 0.529 -1.957 -0.730
```
Forces are in eV/Å.

Output
Lowest unoccupied orbital energy in eV: -3.321
Net charge: +1
SMILES string: C#C[N@@H+]1C[C@H]1C
E_tot in eV: -6793.2138
Relative energy (zero: lowest compared OMol25 entry of this formula, charge and spin) in kcal/mol: 112.4

=====

[4]
ORCA calculation (ωB97M-V with the def2-TZVPD basis set) on a molecular structure, C16H16Cl3F5IrOS.

```
43
Properties=species:S:1:pos:R:3:forces:R:3
C 2.204625 -0.041271 -0.427493 -0.041 -1.912 0.636
C 1.693613 0.492145 -1.578018 -1.345 -0.332 -2.230
C 0.751560 -0.414212 -2.160259 1.437 2.194 0.026
C 2.173034 1.724802 -2.267986 -0.237 0.379 -0.055
C 0.694447 -1.571963 -1.382617 1.432 -0.480 3.314
C 1.544006 -1.363504 -0.138941 0.829 0.591 -4.223
C 2.364691 -2.496060 0.365032 0.419 -0.099 0.335
C 3.407144 0.432854 0.270056 0.252 0.430 0.326
C 0.063372 -0.185713 -3.445262 -0.215 0.167 -0.322
C 0.089252 -2.868000 -1.717962 -0.282 -0.507 -0.160
Ir -0.118833 -1.101756 0.963239 -1.427 2.056 0.610
Cl -0.197284 3.838592 0.172877 0.073 0.086 -0.095
Cl 1.346096 -0.346604 2.662932 1.420 0.158 1.168
Cl -1.899079 -0.465159 -0.399712 -1.341 0.366 -1.534
H 2.605417 2.427848 -1.563205 -0.060 0.151 0.098
H 1.360071 2.249669 -2.784812 0.103 -0.086 0.221
H 2.940266 1.498902 -3.020841 -0.012 -0.129 0.026
H -0.343673 0.830224 -3.508600 -0.005 -0.168 0.105
H -0.745080 -0.897423 -3.595972 -0.119 0.015 0.014
H 0.764447 -0.295461 -4.280257 0.039 -0.004 -0.072
H -0.861494 -2.746417 -2.247496 0.098 -0.024 0.069
H -0.099971 -3.455965 -0.808117 0.066 0.099 -0.326
H 0.783017 -3.426890 -2.367707 -0.149 -0.082 0.042
H 1.745794 -3.366023 0.548511 -0.021 -0.212 0.077
H 2.833013 -2.190314 1.292606 0.124 -0.170 0.319
H 3.144924 -2.753329 -0.343894 0.301 -0.138 -0.281
H 3.398856 1.521137 0.361435 0.013 0.000 0.017
H 4.313893 0.152334 -0.281016 -0.013 -0.021 -0.096
H 3.461896 0.010746 1.264464 0.063 -0.017 0.166
O -0.399553 -2.844641 1.642338 0.061 -3.143 1.559
H 0.068860 -3.009741 2.490940 -0.478 0.248 -0.697
F -5.011690 4.619507 1.984471 -0.013 0.124 -0.089
C -4.218173 3.540079 2.117452 0.242 -0.198 -0.013
C -2.998820 3.653803 2.781847 0.196 -0.843 -0.216
F -2.613387 4.827592 3.288107 -0.128 0.207 0.109
C -2.187370 2.528011 2.913701 -0.331 -0.130 -0.425
F -1.081788 2.603758 3.664765 -0.340 0.275 -0.411
C -2.552903 1.288022 2.348804 -0.871 0.159 0.484
S -1.586255 -0.110920 2.649417 -0.621 0.265 1.254
C -3.845531 1.181855 1.797373 0.459 0.824 0.146
F -4.360384 -0.028947 1.538005 -0.053 0.398 -0.292
C -4.638800 2.317992 1.607041 0.609 -0.630 0.217
F -5.813045 2.216912 0.950201 -0.135 0.133 0.196
```
Forces are in eV/Å.

Output
Lowest unoccupied orbital energy (alpha / beta) in eV: 4.455 / 3.765
Net charge: -2
E_tot in eV: -83725.4433
<S²>: 8.7831
2S+1: 6